[1]
46
Properties=species:S:1:pos:R:3 method="wB97M-V/def2-TZVPD" spin_multiplicity=1 total_energy_ev=-31667.2583 total_charge=0
O 2.31 -3.06 1.34
C 1.73 -2.26 0.64
N 0.70 -1.47 1.03
C 0.03 -1.48 2.26
C 0.01 -2.59 3.09
C -0.76 -2.58 4.24
C -1.51 -1.47 4.56
C -1.47 -0.35 3.76
C -0.68 -0.32 2.61
N -0.59 0.79 1.76
C 0.68 1.50 1.76
H 1.51 0.78 1.77
C 0.76 2.37 0.51
H 1.67 2.97 0.51
O -0.32 3.28 0.46
C -1.54 2.58 0.47
H -2.33 3.34 0.41
C -1.69 1.74 1.74
H -2.63 1.19 1.72
H -1.67 2.41 2.61
H -1.60 1.92 -0.40
H 0.73 1.73 -0.38
H 0.76 2.14 2.65
H -2.04 0.53 4.03
H -2.12 -1.47 5.45
H -0.78 -3.46 4.88
H 0.58 -3.47 2.82
H 0.31 -0.81 0.36
C 2.13 -2.02 -0.82
H 3.05 -2.57 -1.01
H 2.33 -0.95 -0.94
C 1.01 -2.45 -1.78
N 0.76 -1.46 -2.81
C 0.09 -0.32 -2.51
O -0.35 -0.11 -1.39
C -0.06 0.64 -3.61
C 0.30 0.61 -4.94
C -0.12 1.84 -5.48
C -0.70 2.53 -4.45
O -0.67 1.81 -3.33
H -1.15 3.50 -4.41
H -0.01 2.17 -6.50
H 0.79 -0.18 -5.47
H 1.22 -1.55 -3.70
H 1.25 -3.39 -2.26
H 0.07 -2.57 -1.23

***

[2]
48
Properties=species:S:1:pos:R:3 method="wB97M-V/def2-TZVPD" spin_multiplicity=1 total_energy_ev=-53337.5552 total_charge=0
C -2.02 2.06 -1.45
C -0.69 1.78 -0.83
C 0.48 2.15 -1.48
C 1.73 1.86 -0.97
C 1.81 1.15 0.22
C 0.67 0.78 0.90
C -0.59 1.11 0.40
N -1.71 0.72 1.14
C -2.75 1.51 1.51
O -2.89 2.67 1.21
C -3.75 0.83 2.44
H -3.45 1.00 3.48
H -4.73 1.26 2.28
S -3.86 -0.97 2.26
C -4.54 -1.08 0.64
N -4.69 0.05 -0.01
C -5.22 0.01 -1.23
C -5.61 -1.17 -1.84
C -5.43 -2.36 -1.14
C -4.89 -2.33 0.12
H -4.74 -3.22 0.71
H -5.72 -3.30 -1.59
H -6.04 -1.16 -2.83
H -5.33 0.97 -1.71
H -1.62 -0.16 1.64
H 0.78 0.24 1.83
S 3.41 0.73 0.87
O 4.23 1.90 0.95
O 3.23 -0.05 2.07
N 4.00 -0.20 -0.40
C 3.50 -1.56 -0.41
H 2.46 -1.54 -0.08
C 4.33 -2.46 0.50
H 4.05 -3.51 0.38
O 5.70 -2.39 0.17
C 6.18 -1.06 0.29
H 7.24 -1.10 0.03
C 5.42 -0.12 -0.65
H 5.72 0.91 -0.49
H 5.60 -0.41 -1.69
H 6.06 -0.71 1.32
H 4.18 -2.15 1.55
H 3.54 -1.93 -1.44
H 2.63 2.15 -1.46
H 0.40 2.68 -2.42
H -2.68 1.20 -1.34
H -1.91 2.30 -2.51
H -2.50 2.89 -0.95

***

[3]
48
Properties=species:S:1:pos:R:3 method="wB97M-V/def2-TZVPD" spin_multiplicity=1 total_energy_ev=-37176.2046 total_charge=+2
Pd 0.73 -0.10 0.57
C 3.53 -1.70 -0.05
O 2.60 -1.10 0.86
C 2.61 -1.72 2.16
C 1.93 -0.78 3.12
O 0.63 -0.38 2.62
C -0.52 -1.14 3.09
C -0.62 -2.51 2.47
O -0.57 -2.35 1.07
C -0.69 -3.59 0.37
H 4.50 -1.79 0.44
H 3.64 -1.03 -0.90
H 3.18 -2.69 -0.36
H 3.65 -1.87 2.47
H 2.11 -2.69 2.09
H 2.50 0.15 3.22
H 1.81 -1.23 4.11
H -1.38 -0.54 2.80
H -0.46 -1.18 4.18
H -1.57 -2.95 2.78
H 0.18 -3.18 2.82
H -1.63 -4.08 0.63
H 0.14 -4.25 0.61
H -0.69 -3.36 -0.69
O -3.12 5.11 -1.99
N -3.00 4.20 -2.79
O -3.51 4.13 -3.88
C -2.09 3.10 -2.39
C -1.50 2.42 -3.40
C -0.56 1.38 -3.12
C 0.10 0.63 -4.11
C 0.97 -0.36 -3.73
C 1.21 -0.58 -2.37
N 0.62 0.14 -1.42
C -0.28 1.09 -1.79
C -0.95 1.77 -0.74
N -0.66 1.36 0.52
C -1.22 1.96 1.55
C -2.14 2.99 1.38
C -2.48 3.41 0.11
C -1.86 2.80 -1.00
H -1.74 2.69 -4.42
H -0.09 0.83 -5.16
H 1.49 -0.97 -4.46
H 1.89 -1.35 -2.05
H -0.92 1.64 2.54
H -2.59 3.45 2.25
H -3.20 4.20 -0.03

***

[4]
49
Properties=species:S:1:pos:R:3 method="wB97M-V/def2-TZVPD" spin_multiplicity=1 total_energy_ev=-54270.2428 total_charge=0
O 4.41 -0.84 -1.63
O 0.56 -1.53 -0.85
O 1.92 -3.88 1.97
N 0.69 0.58 -4.33
N -0.40 0.58 -3.52
S 1.33 1.99 -2.28
S 3.32 1.19 -4.49
C 3.51 -0.87 -2.46
C 1.78 -1.42 -0.81
C 1.35 -2.81 2.15
C 1.68 1.30 -3.82
C -0.26 1.28 -2.41
C -1.88 1.28 0.79
C -0.80 3.25 -0.08
C -1.95 1.89 2.06
C -0.85 3.90 1.19
C -1.38 1.97 -0.28
C -1.41 3.19 2.27
N 2.22 -1.19 -2.08
N -1.35 1.34 -1.53
N 1.78 -1.59 1.74
C 3.76 -0.54 -3.92
C 2.56 -1.50 0.51
C -0.13 3.46 4.37
C 0.12 -2.66 3.00
C -1.45 3.82 3.65
C 0.89 -0.51 2.19
C 0.09 -1.19 3.30
H -2.29 0.28 0.67
H -0.29 3.76 -0.92
H -2.41 1.34 2.86
H -0.48 4.92 1.32
H 1.54 -1.17 -2.84
H -2.02 0.58 -1.66
H 3.19 -1.29 -4.46
H 4.81 -0.69 -4.14
H 3.25 -2.32 0.45
H 3.17 -0.60 0.58
H 0.76 3.64 3.69
H -0.09 2.45 4.73
H -0.08 4.07 5.26
H 0.16 -3.25 3.90
H -0.79 -2.88 2.46
H -1.64 4.91 3.60
H -2.30 3.37 4.22
H 0.21 -0.20 1.41
H 1.49 0.30 2.55
H -0.94 -0.78 3.33
H 0.55 -1.02 4.21

***

[5]
42
Properties=species:S:1:pos:R:3 method="wB97M-V/def2-TZVPD" spin_multiplicity=1 total_energy_ev=-24592.4631 total_charge=0
O 4.32 0.64 0.71
C 3.45 0.66 -0.14
N 2.21 1.14 0.09
H 1.48 1.02 -0.60
C 1.80 1.54 1.42
H 1.58 2.61 1.44
H 2.67 1.35 2.06
C 0.60 0.74 1.93
C -0.75 1.20 1.44
C -0.93 2.13 0.43
C -2.21 2.51 0.05
C -3.32 1.97 0.66
C -3.15 1.04 1.67
C -1.88 0.66 2.05
H -1.75 -0.08 2.84
H -4.01 0.61 2.16
H -4.31 2.28 0.36
H -2.33 3.24 -0.74
H -0.09 2.57 -0.07
H 0.60 0.79 3.02
H 0.73 -0.31 1.66
C 3.76 0.20 -1.56
H 4.49 -0.61 -1.47
H 4.27 1.03 -2.06
C 2.58 -0.27 -2.42
C 1.68 -1.28 -1.71
O 0.42 -0.66 -1.53
C -0.59 -1.36 -0.93
C -1.87 -0.81 -1.06
C -2.95 -1.42 -0.46
C -2.78 -2.59 0.27
C -1.52 -3.14 0.39
C -0.43 -2.54 -0.21
H 0.55 -2.99 -0.11
H -1.38 -4.05 0.95
H -3.63 -3.06 0.74
H -3.93 -0.98 -0.57
H -1.98 0.10 -1.62
H 2.11 -1.56 -0.74
H 1.55 -2.20 -2.30
H 1.96 0.58 -2.71
H 2.98 -0.71 -3.34

***

[6]
51
Properties=species:S:1:pos:R:3 method="wB97M-V/def2-TZVPD" spin_multiplicity=1 total_energy_ev=-136187.0148 total_charge=+1
Cd -0.36 1.97 2.37
C 0.99 -1.65 6.57
C 1.19 -1.29 5.13
C 1.96 -2.08 4.28
C 2.10 -1.73 2.95
C 1.46 -0.58 2.51
Br 1.58 -0.05 0.71
N 0.73 0.19 3.30
C 0.59 -0.16 4.59
H 1.95 -1.80 7.07
H 0.42 -2.57 6.66
H 0.45 -0.86 7.10
H 2.44 -2.97 4.66
H 2.69 -2.33 2.26
H -0.03 0.49 5.19
O -2.61 -0.23 -0.87
S -2.74 1.09 -0.34
O -2.15 2.19 -1.06
N -2.15 1.15 1.23
C -3.07 1.56 2.08
S -2.62 1.98 3.66
C -4.42 1.68 1.49
C -5.61 2.01 2.13
C -6.76 2.08 1.36
C -6.72 1.85 -0.01
C -5.52 1.53 -0.66
C -4.39 1.46 0.12
H -5.63 2.18 3.20
H -7.70 2.33 1.83
H -7.63 1.92 -0.59
H -5.49 1.35 -1.72
C -2.94 5.03 0.69
N -1.61 5.12 1.29
C -1.59 5.62 2.65
C -0.52 4.64 0.67
S 0.82 3.97 1.58
N -0.43 4.70 -0.65
C -1.12 5.71 -1.45
C 0.53 3.89 -1.40
H -3.62 4.67 1.46
H -2.93 4.32 -0.13
H -3.30 6.00 0.35
H -2.31 6.44 2.71
H -0.61 6.00 2.91
H -1.88 4.84 3.36
H -1.49 6.50 -0.81
H -1.95 5.27 -2.02
H -0.40 6.14 -2.14
H 0.72 2.96 -0.88
H 1.46 4.43 -1.56
H 0.07 3.65 -2.36

***

[7]
49
Properties=species:S:1:pos:R:3 method="wB97M-V/def2-TZVPD" spin_multiplicity=1 total_energy_ev=-101639.8122 total_charge=0
F 2.05 -1.20 -4.98
C 1.34 -0.21 -4.41
C 1.84 0.38 -3.27
C 1.10 1.37 -2.63
C -0.11 1.76 -3.20
C -0.62 1.14 -4.33
C 0.10 0.11 -4.93
H 2.78 0.08 -2.83
H 1.51 1.83 -1.74
H -0.74 2.49 -2.70
H -1.56 1.50 -4.72
H -0.30 -0.49 -5.73
F 0.92 0.89 0.64
C 1.58 0.95 1.82
C 2.95 0.91 1.78
C 3.67 0.93 2.97
C 2.98 0.98 4.18
C 1.60 1.01 4.19
C 0.87 1.01 3.00
H 3.51 0.86 0.86
H 4.75 0.86 2.92
H 3.57 0.98 5.09
H 1.12 1.00 5.16
H -0.21 1.03 3.03
C -2.36 -3.35 2.93
Cl -3.32 -4.14 1.66
Cl -1.16 -4.48 3.57
H -1.84 -2.50 2.50
H -3.05 -3.05 3.70
C -2.08 0.27 -0.33
Cl -2.45 2.02 -0.36
Cl -3.59 -0.64 -0.49
H -1.46 0.01 -1.17
H -1.65 0.05 0.63
C -4.06 5.31 -0.60
Cl -5.39 6.01 -1.58
Cl -4.26 5.82 1.08
H -4.15 4.24 -0.67
H -3.13 5.65 -1.04
C 0.27 -4.22 0.29
C 0.54 -2.74 0.29
O -0.26 -1.97 0.79
C 1.78 -2.24 -0.39
H 1.14 -4.84 0.53
H 0.03 -4.45 -0.76
H -0.54 -4.53 0.93
H 2.67 -2.78 -0.06
H 1.91 -1.19 -0.15
H 1.69 -2.43 -1.46

***

[8]
51
Properties=species:S:1:pos:R:3 method="wB97M-V/def2-TZVPD" spin_multiplicity=1 total_energy_ev=-41092.6018 total_charge=+1
F 4.95 -3.73 0.35
C 3.60 -3.71 0.61
C 2.85 -3.85 -0.71
C 1.38 -4.24 -0.63
C 0.41 -3.04 -0.59
N -0.68 -3.14 0.35
C -1.31 -4.42 0.55
C -0.36 -5.63 0.43
N 1.07 -5.19 0.50
H 3.38 -2.77 1.12
H 3.41 -4.53 1.31
H 2.92 -2.89 -1.22
H 3.41 -4.56 -1.32
H 1.16 -4.84 -1.52
H 0.99 -2.15 -0.32
H 0.07 -2.86 -1.61
H -0.51 -2.65 1.20
H -1.73 -4.43 1.55
H -2.15 -4.59 -0.13
H -0.50 -6.20 -0.49
H -0.55 -6.31 1.26
H 1.24 -4.77 1.41
H 1.67 -6.00 0.38
C 0.99 0.25 -3.58
C 1.67 1.40 -3.44
C 1.26 2.46 -2.45
O 1.95 3.46 -2.39
C 0.09 2.23 -1.62
C -0.59 1.08 -1.76
C -0.17 0.02 -2.74
O -0.83 -1.01 -2.77
O -1.67 0.77 -1.05
O 2.73 1.71 -4.16
H 1.27 -0.51 -4.29
H -0.21 3.00 -0.92
H -1.96 -0.10 -1.37
H 3.02 2.59 -3.87
C -3.02 4.44 2.04
C -3.49 5.19 3.05
C -2.80 6.46 3.50
O -3.30 7.07 4.41
C -1.58 6.86 2.81
C -1.12 6.11 1.80
C -1.82 4.85 1.35
O -1.33 4.24 0.42
O -0.02 6.40 1.12
O -4.58 4.90 3.74
H -3.51 3.54 1.71
H -1.09 7.76 3.14
H 0.08 5.71 0.44
H -4.69 5.61 4.40

***

[9]
49
Properties=species:S:1:pos:R:3 method="wB97M-V/def2-TZVPD" spin_multiplicity=1 total_energy_ev=-36427.4349 total_charge=0
C -1.40 -4.56 0.83
C -0.46 -3.49 0.07
C 0.94 -3.90 -0.31
C 1.65 -3.04 -1.14
C 1.92 -1.89 -0.51
H 2.31 -2.03 0.64
C 2.71 -0.91 -1.00
N 2.90 0.53 -0.61
C 1.93 1.48 -0.92
O 1.24 1.28 -1.74
N 1.92 2.80 -0.03
C 2.79 2.89 0.85
C 3.86 1.70 1.09
F 4.76 2.19 2.21
C 3.90 0.59 0.36
O 4.63 -0.31 0.82
H 2.86 3.56 1.57
C 0.87 3.49 -0.21
C -0.35 3.02 -0.16
C -0.66 1.86 0.84
C -1.92 1.21 0.76
C -3.12 1.82 0.33
C -2.81 2.96 -0.58
C -1.62 3.47 -0.60
H -1.45 4.45 -1.66
H -3.55 3.29 -1.18
O -4.16 0.90 0.32
C -5.26 1.68 -0.43
H -5.67 2.50 0.00
H -5.09 1.43 -1.41
H -6.08 0.94 -0.18
N -1.99 0.02 1.56
O -0.88 -0.51 1.90
O -3.05 -0.41 2.12
H 0.16 1.32 1.28
H 1.08 4.60 0.41
H 1.01 3.90 -1.50
H 2.38 -0.58 -1.89
H 3.79 -1.16 -1.23
H 0.84 -1.06 -0.06
H 2.63 -3.55 -1.23
H 0.92 -2.70 -1.79
H 0.58 -4.96 -0.82
H 1.27 -4.37 0.66
H -1.22 -3.08 -0.90
H -0.37 -2.69 0.74
H -0.88 -5.02 1.70
H -2.30 -4.32 1.05
H -1.56 -5.32 -0.02

***

[10]
50
Properties=species:S:1:pos:R:3 method="wB97M-V/def2-TZVPD" spin_multiplicity=1 total_energy_ev=-46167.2072 total_charge=0
O 4.22 0.36 0.20
O 4.99 -0.83 2.12
F -2.03 -0.31 3.74
N -1.10 0.38 -0.19
N -4.84 -0.85 0.77
N 1.22 0.06 -0.13
O 0.37 2.30 -4.63
C 0.12 0.53 -0.70
C -3.57 -0.71 0.45
C -1.20 -0.26 0.96
C -5.16 -0.92 2.06
C 1.16 -0.65 0.98
C -0.08 -0.85 1.57
C -4.25 -0.81 3.08
C -2.94 -0.55 2.76
C -2.56 -0.49 1.40
N -6.50 -1.06 2.23
N 0.23 1.16 -1.95
C -0.88 2.43 -3.87
C -1.03 1.32 -2.79
C 2.62 -2.70 1.02
C 2.40 -2.44 2.50
C 1.97 -0.10 -3.35
C 1.52 2.32 -3.77
C 3.24 1.21 2.60
C 2.41 -1.27 1.48
C 1.53 1.23 -2.69
S 3.83 -0.12 1.52
H -3.31 -0.77 -0.62
H -0.23 -1.43 2.45
H -4.56 -0.87 4.11
H -6.98 -0.90 1.36
H -6.86 -0.62 3.08
H -1.74 2.37 -4.51
H -0.91 3.44 -3.39
H -1.91 1.55 -2.17
H -1.25 0.37 -3.28
H 1.80 -3.23 0.48
H 3.63 -3.06 0.70
H 3.27 -2.63 3.16
H 1.42 -2.80 2.91
H 1.38 -0.38 -4.24
H 1.87 -0.89 -2.65
H 3.02 0.02 -3.66
H 2.43 2.25 -4.39
H 1.56 3.27 -3.22
H 4.10 1.72 3.03
H 2.63 1.91 2.01
H 2.64 0.81 3.42
H 2.32 1.48 -1.97

***

Number 1: E_LUMO 0.5 eV. Number 2: E_LUMO 0.4 eV. Number 3: E_LUMO -7.2 eV. Number 4: E_LUMO 0.0 eV. Number 5: E_LUMO 0.8 eV. Number 6: E_LUMO -3.2 eV. Number 7: E_LUMO 0.5 eV. Number 8: E_LUMO -3.5 eV. Number 9: E_LUMO -1.1 eV. Number 10: E_LUMO 0.2 eV.